This record from the OMol25 dataset describes 6 unconnected molecules or ions with the total composition C30H69N3O6. The level of theory is ωB97M-V/def2-TZVPD.

Each atom is followed by the atoms it is bonded to, with distances in Å.
CARTESIAN COORDINATES (ANGSTROEM)
1 C -3.7179 -24.8044 12.1203  C2 1.458, H12 1.090, H13 1.090, H14 1.090
2 C -4.8903 -24.9588 12.9728  C1 1.458, C3 1.581, C4 1.582, N10 1.511
3 C -4.7217 -26.2765 13.8301  C2 1.581, H15 1.090, H16 1.090, H17 1.090
4 C -4.8721 -23.7471 13.9893  C2 1.582, C5 1.510, H18 1.090, H19 1.090
5 C -5.3771 -22.4172 13.4836  C4 1.510, C6 1.521, H20 1.090, H21 1.090
6 C -6.6228 -22.5135 12.6169  C5 1.521, C7 1.553, H22 1.090, H23 1.090
7 C -6.7296 -23.6951 11.6153  C6 1.553, C8 1.548, C9 1.557, N10 1.510
8 C -8.2477 -23.9555 11.4560  C7 1.548, H24 1.090, H25 1.090, H26 1.090
9 C -6.1141 -23.2416 10.2590  C7 1.557, H27 1.090, H28 1.090, H29 1.090
10 N -6.2115 -24.9680 12.2400  C2 1.511, C7 1.510, O11 1.412
11 O -6.2484 -25.9918 11.2688  N10 1.412, H30 0.960
12 H -3.5338 -23.9206 11.5095  C1 1.090
13 H -2.7439 -24.9420 12.5898  C1 1.090
14 H -3.8451 -25.5405 11.3264  C1 1.090
15 H -3.8970 -26.0663 14.5111  C3 1.090
16 H -5.5588 -26.3708 14.5220  C3 1.090
17 H -4.5907 -27.1929 13.2547  C3 1.090
18 H -5.5667 -24.0824 14.7595  C4 1.090
19 H -3.8714 -23.5835 14.3892  C4 1.090
20 H -5.6662 -21.7873 14.3249  C5 1.090
21 H -4.6004 -21.8695 12.9499  C5 1.090
22 H -6.6504 -21.5642 12.0818  C6 1.090
23 H -7.4701 -22.4626 13.3007  C6 1.090
24 H -8.5952 -24.7895 10.8463  C8 1.090
25 H -8.5901 -23.0162 11.0217  C8 1.090
26 H -8.7317 -24.1709 12.4085  C8 1.090
27 H -5.9448 -24.0512 9.5491  C9 1.090
28 H -5.1566 -22.7287 10.3491  C9 1.090
29 H -6.6784 -22.4710 9.7339  C9 1.090
30 H -6.6177 -26.6647 11.8454  O11 0.960
31 C -15.8063 -19.6892 12.3497  C32 1.554, H42 1.090, H43 1.090, H44 1.090
32 C -15.5668 -19.3980 10.8421  C31 1.554, C33 1.499, C34 1.576, N40 1.513
33 C -16.4631 -18.2563 10.4689  C32 1.499, H45 1.090, H46 1.090, H47 1.090
34 C -14.0386 -19.0637 10.6483  C32 1.576, C35 1.532, H48 1.090, H49 1.090
35 C -13.5416 -19.0109 9.1998  C34 1.532, C36 1.545, H50 1.090, H51 1.090
36 C -13.8395 -20.4071 8.6103  C35 1.545, C37 1.525, H52 1.090, H53 1.090
37 C -15.2992 -20.8385 8.6984  C36 1.525, C38 1.509, C39 1.550, N40 1.476
38 C -16.1230 -20.2136 7.5988  C37 1.509, H54 1.090, H55 1.090, H56 1.090
39 C -15.2488 -22.3654 8.4351  C37 1.550, H57 1.090, H58 1.090, H59 1.090
40 N -15.8333 -20.6678 10.0634  C32 1.513, C37 1.476, O41 1.389
41 O -17.1009 -21.1903 10.2853  N40 1.389, H60 0.960
42 H -15.4516 -18.8686 12.9734  C31 1.090
43 H -15.3269 -20.6138 12.6711  C31 1.090
44 H -16.8673 -19.8390 12.5494  C31 1.090
45 H -16.1807 -17.3694 11.0361  C33 1.090
46 H -17.4585 -18.5198 10.8264  C33 1.090
47 H -16.5096 -18.2010 9.3813  C33 1.090
48 H -13.7502 -18.0418 10.8949  C34 1.090
49 H -13.4066 -19.6514 11.3142  C34 1.090
50 H -12.4607 -18.8783 9.2461  C35 1.090
51 H -14.0863 -18.2343 8.6628  C35 1.090
52 H -13.1002 -21.1456 8.9204  C36 1.090
53 H -13.5343 -20.3990 7.5640  C36 1.090
54 H -16.0293 -20.7109 6.6334  C38 1.090
55 H -17.1843 -20.1543 7.8400  C38 1.090
56 H -15.8784 -19.2035 7.2701  C38 1.090
57 H -16.2416 -22.7598 8.6517  C39 1.090
58 H -14.8150 -22.6244 7.4692  C39 1.090
59 H -14.5990 -22.8457 9.1667  C39 1.090
60 H -17.6084 -20.6492 9.6761  O41 0.960
61 C -11.8985 -23.7918 -0.0969  C62 1.566, H72 1.090, H73 1.090, H74 1.090
62 C -13.2488 -24.4841 -0.4845  C61 1.566, C63 1.620, C64 1.536, N70 1.488
63 C -14.2915 -23.3906 -1.0698  C62 1.620, H75 1.090, H76 1.090, H77 1.090
64 C -12.9678 -25.3808 -1.6995  C62 1.536, C65 1.538, H78 1.090, H79 1.090
65 C -14.0705 -26.4133 -1.9868  C64 1.538, C66 1.557, H80 1.090, H81 1.090
66 C -14.3618 -27.2353 -0.6973  C65 1.557, C67 1.539, H82 1.090, H83 1.090
67 C -14.8304 -26.3458 0.4675  C66 1.539, C68 1.559, C69 1.497, N70 1.520
68 C -16.3170 -25.9048 0.3104  C67 1.559, H84 1.090, H85 1.090, H86 1.090
69 C -14.7177 -27.1563 1.7213  C67 1.497, H87 1.090, H88 1.090, H89 1.090
70 N -13.8749 -25.1810 0.6719  C62 1.488, C67 1.520, O71 1.349
71 O -14.1262 -24.3797 1.7282  N70 1.349, H90 0.960
72 H -12.1825 -22.9360 0.5154  C61 1.090
73 H -11.2088 -24.4520 0.4290  C61 1.090
74 H -11.3582 -23.3378 -0.9276  C61 1.090
75 H -14.9142 -23.8184 -1.8555  C63 1.090
76 H -14.9892 -22.9994 -0.3293  C63 1.090
77 H -13.7182 -22.5859 -1.5302  C63 1.090
78 H -12.8928 -24.8419 -2.6440  C64 1.090
79 H -11.9749 -25.8301 -1.6792  C64 1.090
80 H -14.9471 -25.9473 -2.4366  C65 1.090
81 H -13.7086 -27.1129 -2.7402  C65 1.090
82 H -13.4481 -27.7390 -0.3819  C66 1.090
83 H -15.0080 -28.1049 -0.8173  C66 1.090
84 H -17.0926 -26.6658 0.2233  C68 1.090
85 H -16.4930 -25.1990 -0.5013  C68 1.090
86 H -16.4979 -25.2890 1.1914  C68 1.090
87 H -15.1924 -28.1285 1.5891  C69 1.090
88 H -15.1982 -26.7404 2.6070  C69 1.090
89 H -13.6660 -27.3351 1.9450  C69 1.090
90 H -13.5165 -24.6315 2.4256  O71 0.960
91 C -6.3576 -28.7100 3.1371  C92 1.553, H95 1.090, H96 1.090, H97 1.090
92 C -7.3500 -27.6285 2.6308  C91 1.553, C93 1.512, O94 1.408, H98 1.090
93 C -8.7108 -28.2370 2.3792  C92 1.512, H99 1.090, H100 1.090, H101 1.090
94 O -7.3353 -26.5470 3.5316  C92 1.408, H102 0.960
95 H -5.4422 -28.3401 3.5989  C91 1.090
96 H -6.1635 -29.3021 2.2427  C91 1.090
97 H -6.7942 -29.4170 3.8426  C91 1.090
98 H -6.9916 -27.1437 1.7227  C92 1.090
99 H -8.7619 -28.7507 1.4192  C93 1.090
100 H -9.5239 -27.5172 2.2849  C93 1.090
101 H -8.9916 -28.8430 3.2406  C93 1.090
102 H -6.4233 -26.2636 3.4335  O94 0.960
103 O -8.4253 -27.6110 7.5531  H104 0.957, H105 0.957
104 H -8.0282 -27.2387 6.7657  O103 0.957
105 H -8.0596 -27.0963 8.2726  O103 0.957
106 O -10.9664 -24.9671 5.2623  H107 0.957, H108 0.957
107 H -10.6936 -25.5832 5.9421  O106 0.957
108 H -10.2353 -24.9520 4.6447  O106 0.957

## Properties
energy relative to the best compared isomer or geometry (same formula, charge and spin) = 5.3393 eV
SMILES string = CC1(C)CCCC(C)(C)N1O.CC1(C)CCCC(C)(C)N1O.CC1(C)CCCC(C)(C)N1O.CC(C)O.O.O
frontier orbital gap = 8.12 eV